1.
The following is a quantum chemistry calculation of the molecule C5H9N3O3 in a non-equilibrium geometry, from the Open Molecules 2025 dataset.

```
20
Properties=species:S:1:pos:R:3:nbo_charge:R:1
H -1.83906 2.10010 -0.51057 0.381
H 2.38534 1.93503 0.84592 0.179
H 3.11864 -1.81962 -0.47373 0.511
N -2.17522 -1.00582 -0.80941 -0.854
H -0.88656 -1.36730 1.51229 0.218
H -0.66608 0.42231 1.88517 0.224
H -2.98824 -0.53641 -1.14707 0.396
O 0.67990 -1.07253 -0.77478 -0.729
C -1.47059 0.05224 -0.09926 0.202
N 3.03755 0.89557 -0.93890 -0.374
O 0.69915 1.14665 -0.21272 -0.500
H -0.11515 -1.42139 -1.16741 0.500
H -2.44666 -1.75415 -0.18553 0.365
N -2.24860 1.28019 -0.15417 -0.843
O 3.30754 -1.23208 0.26791 -0.660
C 0.02856 -0.01598 -0.08242 0.503
C -0.78450 -0.29601 1.18057 -0.492
H -2.56227 1.58290 0.78620 0.365
C 2.02173 1.12375 0.16545 0.111
C 2.90450 -0.01743 -0.08754 0.498
```

Output
orbital gap: 10.063 eV
ΔE to the lowest compared entry with this formula, charge and spin: 348.1 kJ/mol
highest occupied orbital energy: -9.356 eV
SMILES: NC1(N)C[C@]1(O)O[C@@H]1N=C1O

***

2.
The following is a quantum chemistry calculation of the molecule C5H9N3O4S in a non-equilibrium geometry, from the Open Molecules 2025 dataset.

```
22
Properties=species:S:1:pos:R:3:nbo_charge:R:1
C 1.56100 1.02707 1.77605 -0.422
H 1.30427 -1.07542 -0.53492 0.258
C -1.28049 -2.52305 0.38694 -0.913
O -0.66993 -0.88180 2.06887 -0.980
H 0.81927 2.96762 0.53138 0.236
O -0.54862 -1.41195 -2.31811 -0.476
S -0.99147 -0.79831 0.71277 2.126
H 2.23333 1.78303 1.99191 0.204
N 0.03660 0.48473 -1.47363 -0.239
H -0.91688 -2.62753 -0.71591 0.277
H -0.61620 -3.03974 1.16402 0.257
O -1.15408 0.41594 -3.30603 -0.385
H -2.31891 -2.83825 0.46501 0.266
H 2.12423 0.11365 2.10926 0.224
O -2.01401 0.08648 0.26880 -0.923
H -0.22286 2.53566 -2.15122 0.264
H 0.80556 1.20311 2.64454 0.211
N -0.61466 -0.19272 -2.42724 0.650
N 1.11056 0.99922 0.41884 -0.466
C 0.66492 -0.20991 -0.13896 -0.034
C 0.07358 1.84832 -1.34114 -0.113
C 0.61482 2.13386 -0.13120 -0.021
```

Output
orbital gap (alpha / beta): 8.172 / 8.171 eV
ΔE to the lowest compared entry with this formula, charge and spin: 514.2 kJ/mol
highest occupied orbital energy (alpha / beta): -7.886 / -7.886 eV
SMILES: CN1C=CN([N+](=O)[O-])[C@@H]1S(C)(=O)=O

***

3.
The following is a quantum chemistry calculation of the molecule C5H9N3OS in a non-equilibrium geometry, from the Open Molecules 2025 dataset.

```
19
Properties=species:S:1:pos:R:3:nbo_charge:R:1
S 4.19972 0.50635 -0.12449 -0.097
N 1.78898 1.59761 0.02999 -0.596
O 1.54129 -2.78074 0.18018 -0.384
N 2.37470 -1.84681 0.10149 0.298
H 0.43768 -0.08985 -2.16650 0.210
C 2.59160 0.52737 -0.01195 0.228
H -1.50615 -0.94393 0.84424 0.224
H -0.23706 -2.06393 1.36973 0.276
H -0.16522 -1.74520 -1.52728 0.242
H 2.07373 2.44821 -0.54938 0.435
H -0.09075 1.55650 1.16102 0.203
C -0.41212 -0.96722 1.11434 -0.648
H -0.21388 1.80283 -0.74314 0.211
H -1.29199 -0.17662 -1.63705 0.227
C -0.23239 -0.63545 -1.38196 -0.633
C 0.40417 1.27205 0.15712 -0.219
C 0.34665 -0.27391 0.05677 0.101
N 1.84966 -0.62524 0.09237 -0.288
H -0.26178 -0.24856 1.96998 0.208
```

Output
orbital gap: 8.290 eV
ΔE to the lowest compared entry with this formula, charge and spin: 229.7 kJ/mol
highest occupied orbital energy: -8.587 eV
SMILES: CC1(C)CNC(=S)N1N=O

***

4.
The following is a quantum chemistry calculation of a cluster of 2 separate species, C5H9N3S in total in a non-equilibrium geometry, from the Open Molecules 2025 dataset.

```
18
Properties=species:S:1:pos:R:3:nbo_charge:R:1
H 1.52777 1.88273 0.47613 0.219
H 0.36259 -0.90900 1.42198 0.379
C -0.72185 2.09765 -0.43144 0.433
C 1.90785 0.97421 0.03172 -0.630
S -4.01086 -3.00546 0.73585 -0.099
C -0.56889 0.81511 -0.57032 -0.453
H -1.35390 0.13817 -0.76094 0.259
C -2.50786 -2.79715 0.34894 0.197
H 0.93519 -0.45798 -1.39750 0.208
H -0.86447 3.86287 0.30934 0.380
N -0.82801 3.31221 -0.52082 -0.616
H 2.56444 1.22720 -0.84074 0.228
N 0.61241 -1.12616 0.46672 -0.828
N -1.37745 -2.74832 -0.05726 -0.695
C 0.79122 0.08493 -0.47092 -0.031
H 1.50412 -1.63557 0.68636 0.377
H -0.43913 -2.08183 -0.17397 0.455
H 2.46683 0.36637 0.74687 0.214
```

Output
orbital gap: 9.077 eV
ΔE to the lowest compared entry with this formula, charge and spin: 143.7 kJ/mol
highest occupied orbital energy: -8.542 eV
SMILES: C[C@@H](N)C=C=N.N=C=S

***

5.
The following is a quantum chemistry calculation of a cluster of 2 separate species, C5H9N4O in total in a non-equilibrium geometry, from the Open Molecules 2025 dataset.

```
19
Properties=species:S:1:pos:R:3:nbo_charge:R:1
H 0.13813 0.67981 -3.50030 0.192
N 0.96180 -0.28632 1.50026 -0.378
H 0.23931 -2.65686 3.30861 0.450
C 0.29198 1.25082 -2.49776 -0.673
N 2.89503 0.14209 0.68303 -0.148
H 1.36524 1.10737 -2.04983 0.285
H -1.64398 0.63038 -1.85017 0.166
C -1.77695 -0.25094 0.44814 -0.605
C 0.79098 0.22289 0.30790 0.171
H -1.49281 -1.11922 0.94611 0.238
H -2.73844 -0.27183 -0.22904 0.183
C -0.68758 0.79815 -1.48709 -0.201
O -0.29782 -2.20050 2.69636 -1.016
H 0.03749 2.40473 -2.75352 0.188
N 2.00663 0.66928 -0.17099 -0.365
C -0.49164 0.30139 -0.28021 -0.016
H 0.28185 -1.60001 2.14875 0.489
H -2.11051 0.51041 1.05155 0.203
N 2.23128 -0.33164 1.72817 -0.165
```

Output
orbital gap: 8.246 eV
ΔE to the lowest compared entry with this formula, charge and spin: 77.2 kJ/mol
highest occupied orbital energy: -4.409 eV
total charge: -1

***

6.
The following is a quantum chemistry calculation of the ion C5H9N4O3 with charge +1 in a non-equilibrium geometry, from the Open Molecules 2025 dataset.

```
21
Properties=species:S:1:pos:R:3:nbo_charge:R:1
H 1.16039 -1.32731 -1.29276 0.242
H -0.95082 2.19970 -0.07091 0.482
C -1.65083 0.10260 -0.22004 -0.071
C 0.78287 -1.01481 0.80861 0.471
H -0.58757 -1.67151 -2.88098 0.252
H -0.02303 0.04812 -2.77667 0.214
N 0.85909 1.80300 1.65516 0.471
N -0.68103 -0.57872 -0.99422 -0.299
O 0.75424 2.89016 1.11996 -0.374
C -0.22084 0.86582 1.26943 0.559
C 0.46720 -1.02409 -0.54172 -0.033
O 1.64343 1.41397 2.49623 -0.349
H -2.17287 -0.54278 0.46650 0.241
O -0.18091 -0.45701 1.65126 -0.471
H -1.59019 -0.09701 -2.65397 0.223
N 1.94073 -1.23260 1.46265 -0.756
N -1.05291 1.24067 0.34590 -0.538
C -0.78332 -0.67940 -2.42335 -0.420
H -2.43369 0.44113 -0.93709 0.239
H 2.88440 -1.44258 1.01767 0.452
H 1.83567 -0.93732 2.49834 0.465
```

Output
orbital gap (alpha / beta): 6.136 / 7.471 eV
ΔE to the lowest compared entry with this formula, charge and spin: 447.3 kJ/mol
highest occupied orbital energy (alpha / beta): -11.853 / -12.426 eV
SMILES: CN1C=C(N)OC([N+](=O)[O-])=[NH+]C1
total charge: +1

***

7.
The following is a quantum chemistry calculation of a cluster of 2 separate species, C5H9N4S in total in a non-equilibrium geometry, from the Open Molecules 2025 dataset.

```
19
Properties=species:S:1:pos:R:3:nbo_charge:R:1
H -2.12109 2.12739 -0.00481 0.190
C -1.71151 1.37160 0.83460 -0.697
C -1.69616 -0.02729 0.24354 0.018
N 1.39951 -0.99930 -0.04301 -0.002
H -0.33164 0.89934 -0.99802 0.220
N 1.38485 0.65555 1.40068 -0.396
H 1.78961 -2.43366 -1.45078 0.194
C 1.23015 -2.19737 -0.56739 -0.460
H -2.25779 1.69138 1.75368 0.215
C 2.28353 0.86267 0.45991 0.084
S -2.43814 -1.37122 0.82492 -0.099
H 2.87141 1.74249 0.42543 0.169
H -0.66353 1.60081 0.92980 0.265
N 0.76268 -0.54903 1.13017 -0.224
C -1.04627 0.11334 -1.08744 -0.734
N 2.42766 -0.10952 -0.50131 -0.419
H -0.55740 -0.97442 -1.27131 0.253
H -1.69628 0.30255 -1.92509 0.220
H 0.37040 -2.70530 -0.15356 0.204
```

Output
orbital gap (alpha / beta): 5.738 / 5.736 eV
ΔE to the lowest compared entry with this formula, charge and spin: 200.0 kJ/mol
highest occupied orbital energy (alpha / beta): -2.337 / -2.336 eV
total charge: -1

***

8.
The following is a quantum chemistry calculation of the ion C5H9N4S with charge +1 in a non-equilibrium geometry, from the Open Molecules 2025 dataset.

```
19
Properties=species:S:1:pos:R:3:nbo_charge:R:1
H -2.64425 -1.16310 0.38529 0.418
H 2.84206 -1.92194 -0.85071 0.328
H 1.76292 2.77893 -0.50820 0.266
H -2.55764 1.64092 0.30763 0.203
C 1.86537 -0.66554 0.55925 -0.320
H -3.59676 0.68608 -0.42684 0.258
C 1.68820 1.71740 -0.41840 -0.088
N 0.98735 -2.73898 -0.44437 -0.133
C -0.71022 -0.75320 0.47211 0.113
C 0.41387 -0.01743 0.33412 -0.032
H 2.07065 -1.04481 1.59713 0.265
N 1.87192 -1.96793 -0.41440 -0.202
H -2.01824 1.19457 -1.14687 0.197
S 2.94303 0.65558 -0.00743 0.433
C -2.52195 0.74808 -0.34032 -0.457
H -0.52959 -1.69278 0.90846 0.254
N -2.00795 -0.44412 0.26874 -0.527
N 0.51879 1.24762 0.00822 -0.424
H -0.37755 1.74064 -0.28344 0.451
```

Output
orbital gap (alpha / beta): 6.943 / 6.939 eV
ΔE to the lowest compared entry with this formula, charge and spin: 383.8 kJ/mol
highest occupied orbital energy (alpha / beta): -11.766 / -11.765 eV
total charge: +1

***

9.
The following is a quantum chemistry calculation of a cluster of 2 separate species, C5H9NO in total in a non-equilibrium geometry, from the Open Molecules 2025 dataset.

```
16
Properties=species:S:1:pos:R:3:nbo_charge:R:1
C 0.73349 1.19393 0.44775 -0.316
H -3.48583 -0.88456 0.07845 0.173
C -2.67112 -0.21423 0.37903 -0.257
H 1.13856 -0.66699 -2.05274 0.224
H -3.02467 0.44720 1.18034 0.170
C 2.94943 0.88134 -0.37363 0.262
H 1.05789 2.11549 0.92086 0.208
O -1.51248 -0.93425 0.75575 -0.735
H -2.39759 0.40793 -0.47870 0.184
C 1.21772 -0.84025 -0.97318 -0.641
H -1.59866 -1.22106 1.67117 0.475
H 1.99158 -1.59956 -0.82151 0.224
H -0.29269 0.87301 0.58479 0.217
N 4.05391 1.22162 -0.45304 -0.319
C 1.57793 0.44117 -0.26175 -0.122
H 0.26253 -1.22080 -0.60360 0.252
```

Output
orbital gap: 10.408 eV
ΔE to the lowest compared entry with this formula, charge and spin: 205.7 kJ/mol
highest occupied orbital energy: -9.881 eV
SMILES: C=C(C)C#N.CO

***

10.
The following is a quantum chemistry calculation of the molecule C5H9NO in a non-equilibrium geometry, from the Open Molecules 2025 dataset.

```
16
Properties=species:S:1:pos:R:3:nbo_charge:R:1
H -2.73029 -1.10429 -0.41563 0.227
H -0.37815 -1.01337 -1.27456 0.255
H -2.34902 0.50919 -1.02431 0.217
H 1.92340 -0.85648 0.39237 0.469
C -2.09701 -0.22124 -0.24883 -0.594
H -0.07719 1.42926 -0.91252 0.214
H 2.51646 1.63730 -0.64571 0.195
H -2.37839 0.19981 0.72150 0.216
C -0.28784 -1.58898 0.70781 0.275
C 1.87577 1.00062 0.02543 -0.069
N -0.02712 -2.38156 1.51186 -0.337
O 2.14565 -0.32059 -0.37287 -0.724
H 2.33549 1.22178 1.02371 0.168
H -0.14680 1.19874 0.87520 0.201
C -0.57524 -0.54705 -0.29799 -0.318
C 0.25027 0.83685 -0.06547 -0.395
```

Output
orbital gap: 10.837 eV
ΔE to the lowest compared entry with this formula, charge and spin: 237.7 kJ/mol
highest occupied orbital energy: -9.990 eV
SMILES: C[C@H](C#N)CCO

***

| no. | DFT total energy (eV) |
| --- | --- |
| 1 | -15939.930 |
| 2 | -28819.682 |
| 3 | -22680.764 |
| 4 | -20634.302 |
| 5 | -13338.002 |
| 6 | -17420.941 |
| 7 | -22123.626 |
| 8 | -22115.572 |
| 9 | -8867.081 |
| 10 | -8866.749 |